Arrangement w

Entry from OMol25: a 40-piece molecular cluster, H80O40 overall (wB97M-V/def2-TZVPD).

Spin multiplicity: 1
Charge: 0
Frontier orbital gap (eV): 9.476

Positions of all 120 atoms, in Å:
H 1.187 0.412 3.550
H 0.652 0.642 4.865
O 1.490 0.578 4.536
H -3.438 2.457 4.834
H -2.825 1.891 3.574
O -3.255 1.647 4.398
H -0.240 1.669 0.426
H -0.159 2.321 -0.954
O 0.219 2.295 -0.118
H 4.466 3.875 -3.021
H 3.164 3.286 -3.089
O 3.689 3.765 -3.555
H 1.336 -3.765 -2.505
H 0.775 -4.955 -2.566
O 1.060 -4.398 -3.193
H -0.160 0.764 -2.191
O -1.008 0.746 -1.764
H 0.027 2.354 6.409
O -0.624 2.423 5.745
H -4.501 2.052 2.283
H -5.400 0.831 2.104
O -4.669 1.225 1.740
H 6.162 -0.552 -0.180
H 5.620 -1.362 -1.372
O 6.288 -0.805 -1.024
H -0.226 -2.472 -5.147
H -1.403 -3.145 -4.072
O -0.664 -2.525 -4.178
H -0.882 2.544 1.763
H -0.802 3.862 2.155
O -1.197 3.090 2.493
H 1.657 -1.206 0.183
O 1.325 -1.221 1.073
H 5.935 -1.579 1.759
H 6.427 -0.218 2.244
O 5.664 -0.664 1.936
H -0.680 -0.294 1.124
H 0.066 0.283 2.242
O -0.553 0.512 1.624
H -2.523 -0.124 6.386
H -1.221 0.187 5.799
O -1.763 -0.102 6.702
H 3.556 -3.641 3.237
H 2.851 -4.339 4.238
O 2.849 -4.373 3.340
H 1.283 -4.146 0.543
H 2.261 -5.093 -0.126
O 1.847 -4.278 -0.246
H -0.479 -3.829 1.355
H -0.597 -3.022 -0.018
O -1.195 -3.481 0.609
H 0.709 -4.007 2.809
O -0.262 -4.129 2.713
H 0.525 2.913 -2.194
H 1.557 2.497 -3.315
O 0.903 2.290 -2.697
H -2.433 -1.382 -0.540
O -2.994 -0.817 0.051
H -4.031 2.701 -1.619
H -4.531 2.018 -2.970
O -4.366 1.915 -1.953
H 0.120 -2.178 -3.038
H 0.116 -1.136 -1.553
O 0.665 -1.762 -2.065
H -6.223 -2.295 -0.485
H -4.972 -3.394 -0.539
O -5.342 -2.414 -0.463
H -4.087 -3.122 -4.335
H -3.904 -2.323 -3.051
O -3.550 -3.070 -3.464
H 2.913 0.049 3.081
H 4.011 0.337 2.064
O 3.182 0.175 2.176
H 2.047 3.421 0.447
H 1.053 3.456 1.734
O 1.881 3.852 1.393
H 0.510 0.241 -4.339
H -0.085 1.580 -4.659
O -0.326 0.681 -4.633
H 1.805 5.511 0.421
H 1.181 5.058 -0.524
O 1.586 6.033 -0.367
H 3.207 -3.100 -3.774
H 3.357 -4.059 -2.612
O 3.923 -3.721 -3.397
H 3.013 -0.498 -4.096
H 2.302 0.094 -3.066
O 2.360 0.191 -4.131
H -2.851 1.631 0.279
O -2.801 2.647 0.416
H 2.617 1.632 -1.373
H 3.087 1.577 0.172
O 3.371 1.832 -0.680
H -0.966 -4.154 3.360
H -1.395 0.215 -2.327
H -3.846 -1.188 0.188
H -0.661 3.151 5.428
H 1.985 -0.892 1.683
H -3.675 2.943 0.509
O -1.169 -0.699 3.724
H -1.645 0.152 3.659
H -1.765 -1.403 3.217
O -1.430 3.539 -1.516
H -1.950 4.451 -1.056
H -2.135 2.837 -1.347
O -2.965 -2.097 2.323
H -3.302 -2.975 2.820
H -2.668 -2.267 1.350
O -2.642 -0.862 -5.516
H -2.985 -0.344 -6.323
H -2.165 -0.257 -4.980
O 5.292 3.619 2.379
H 4.458 3.538 2.725
H 5.402 3.296 1.423
O -3.305 -5.044 -0.055
H -2.993 -5.179 -0.884
H -2.628 -4.461 0.466
O -0.127 4.501 -4.473
H -0.277 3.622 -4.094
H -1.082 4.912 -4.457

Atomic partial charges in e from the Löwdin method, atoms 1 to 4:
1 H 0.0718
2 H -0.0624
3 O -0.0319
4 H 0.0344


Arrangement x

Entry from OMol25: a 40-piece molecular cluster, H80O40 overall (wB97M-V/def2-TZVPD).

Spin multiplicity: 1
Charge: 0
Frontier orbital gap (eV): 9.828

Positions of all 120 atoms, in Å:
H -5.808 1.050 -3.076
H -6.022 2.331 -2.538
O -5.379 1.559 -2.383
H 2.046 -5.744 -3.088
H 1.489 -4.601 -2.144
O 1.284 -5.345 -2.683
H -2.217 1.926 -0.785
H -1.287 0.729 -0.911
O -1.616 1.523 -1.432
H 2.784 0.053 1.453
H 2.956 -0.835 2.636
O 2.250 -0.311 2.186
H -3.714 0.935 1.488
H -3.706 1.792 0.288
O -3.957 1.899 1.225
H -3.215 -0.041 -3.916
O -3.185 -0.721 -3.266
H -1.532 0.341 3.526
O -2.465 0.436 3.746
H -1.554 -4.327 0.912
H -2.858 -4.598 0.502
O -2.448 -3.965 1.122
H 2.745 1.284 -3.586
H 2.565 1.271 -2.094
O 2.994 0.817 -2.806
H -3.833 -2.098 2.937
H -4.031 -1.693 1.460
O -3.410 -1.749 2.154
H 5.971 0.892 -0.411
H 4.824 1.414 0.323
O 5.421 0.698 0.386
H 1.458 3.642 -2.260
O 2.327 3.545 -1.878
H -0.880 -0.550 5.319
H -0.862 -0.694 6.903
O -0.362 -0.775 6.094
H -4.023 -0.238 4.544
H -4.712 0.585 3.298
O -4.724 -0.169 3.896
H 0.203 -2.065 -5.880
H 1.214 -1.357 -6.603
O 0.270 -1.249 -6.415
H 4.606 -0.524 -2.334
H 5.613 -0.785 -3.370
O 5.440 -0.947 -2.441
H -1.098 3.517 1.653
H -0.732 1.915 1.925
O -1.068 2.568 1.359
H 0.449 -0.499 -0.413
H -0.327 -0.751 0.890
O -0.197 -0.115 0.185
H 4.846 -1.752 1.736
O 5.055 -0.948 2.339
H -1.684 -2.786 -4.274
H -0.297 -3.146 -3.947
O -1.029 -3.435 -4.566
H -1.854 6.434 -1.101
O -1.739 5.793 -0.401
H 1.201 1.056 0.267
H 1.104 2.422 0.832
O 1.597 1.973 0.176
H 0.387 0.059 2.794
H 0.749 1.457 3.539
O 0.100 0.729 3.373
H -1.652 -3.369 5.066
H -1.787 -3.469 3.519
O -1.606 -3.954 4.342
H -2.252 -1.319 5.221
H -3.290 -2.374 4.987
O -2.967 -1.824 5.753
H -0.129 4.868 -2.008
H -1.061 3.958 -2.803
O -0.269 3.992 -2.308
H 3.072 3.467 3.569
H 3.375 2.573 4.833
O 2.643 3.051 4.281
H -3.074 -2.531 -2.334
H -4.180 -2.683 -3.319
O -3.522 -3.273 -2.825
H 3.463 -0.369 4.516
H 4.395 -1.453 4.456
O 3.956 -0.933 5.123
H 0.003 0.345 -3.788
H -0.668 1.492 -3.277
O 0.266 1.286 -3.539
H -2.302 0.024 -6.687
H -1.286 0.863 -6.121
O -2.164 0.579 -5.945
H 0.494 -4.392 3.185
O 0.502 -3.855 2.361
H 1.698 -1.901 -1.493
H 0.476 -2.872 -1.072
O 0.775 -2.166 -1.655
H 5.332 -0.263 1.765
H -2.785 -0.211 -2.561
H -2.350 5.915 0.364
H -3.038 1.144 3.573
H 2.594 2.876 -1.316
H 0.594 -2.956 2.617
O -2.188 -1.709 -0.331
H -1.569 -1.437 -1.014
H -2.114 -2.567 0.128
O 2.573 -0.485 -0.435
H 2.017 0.338 -0.513
H 3.218 -0.485 -1.147
O 0.860 3.381 -5.438
H 0.083 3.905 -5.349
H 0.596 2.519 -5.107
O 2.858 -2.582 2.212
H 2.539 -2.896 1.358
H 3.094 -3.347 2.743
O 2.403 -2.717 -3.760
H 2.309 -3.666 -3.574
H 2.687 -2.467 -2.917
O 4.048 4.815 1.032
H 3.226 4.618 0.552
H 3.923 5.582 1.617
O -3.123 4.033 2.293
H -3.355 3.610 3.130
H -3.466 3.461 1.575

Atomic partial charges in e from the Löwdin method, atoms 1 to 4:
1 H 0.0230
2 H 0.0799
3 O -0.0875
4 H 0.0467


Arrangement y

Entry from OMol25: a 40-piece molecular cluster, H80O40 overall (wB97M-V/def2-TZVPD).

Spin multiplicity: 1
Charge: 0
Frontier orbital gap (eV): 9.476

Positions of all 120 atoms, in Å:
H -3.189 -2.129 4.665
H -4.290 -3.026 3.834
O -4.054 -2.265 4.310
H -2.071 4.237 1.405
H -0.977 5.120 0.535
O -1.854 4.704 0.558
H -0.262 -2.341 2.725
H -0.773 -3.305 1.526
O -0.132 -2.634 1.813
H -4.532 0.349 3.947
H -3.654 0.345 2.656
O -3.698 0.794 3.549
H -4.192 4.494 -1.914
H -4.390 4.625 -0.352
O -4.830 4.824 -1.209
H 3.314 -2.510 3.631
O 2.958 -3.385 3.432
H -2.979 -5.273 0.653
O -2.625 -4.975 1.532
H 1.217 -6.050 -1.983
H 0.223 -4.798 -2.299
O 0.606 -5.641 -2.644
H -2.553 2.739 5.438
H -3.701 1.921 5.343
O -3.420 2.779 5.100
H 0.854 -0.447 -6.385
H 0.206 -0.656 -5.042
O 0.504 0.048 -5.623
H -3.766 2.066 -3.367
H -3.493 0.704 -4.083
O -4.159 1.393 -3.891
H -2.504 0.052 -4.481
O -2.373 -0.952 -4.900
H 4.048 1.315 -3.306
H 5.488 1.912 -3.479
O 4.833 1.625 -2.847
H -1.105 -2.501 5.873
H -0.903 -1.074 6.081
O -1.664 -1.646 5.817
H 2.005 2.595 5.646
H 2.868 2.854 4.309
O 2.325 2.192 4.809
H 2.736 1.917 -5.774
H 1.266 2.250 -5.644
O 2.126 2.380 -5.230
H -0.442 -0.347 3.644
H -1.963 0.046 3.284
O -1.270 -0.543 3.025
H 4.950 2.056 2.504
H 5.190 2.176 3.829
O 5.585 2.569 3.044
H -0.109 -1.021 -1.459
O 0.134 -0.505 -0.688
H 2.992 4.122 -3.443
H 1.816 3.934 -2.476
O 2.366 4.590 -2.899
H 0.966 0.911 3.999
O 0.776 -0.046 4.513
H 3.760 -3.172 -3.369
H 3.351 -2.854 -1.855
O 3.540 -2.531 -2.669
H 0.917 -2.446 -0.341
H 0.419 -3.791 -0.399
O 1.233 -3.344 -0.190
H 2.431 -2.211 1.438
H 2.798 -0.604 1.155
O 3.007 -1.519 1.392
H 0.784 5.329 2.899
H 0.665 4.103 2.060
O 1.352 4.571 2.583
H -0.076 4.556 -4.224
H -0.738 3.599 -5.215
O -0.910 4.292 -4.596
H -0.925 0.206 -2.875
H -0.963 1.903 -2.859
O -1.153 1.086 -3.224
H 3.481 -4.073 1.010
H 3.544 -5.241 -0.326
O 3.919 -4.639 0.296
H 0.085 2.815 -1.310
H 1.204 1.812 -1.058
O 0.953 2.634 -1.466
H -1.568 0.794 0.382
H -2.184 0.163 1.685
O -2.373 0.391 0.752
H 4.885 -1.124 1.886
H 4.839 -0.404 0.555
O 5.503 -0.529 1.342
H -0.037 0.217 2.189
O 0.602 0.635 1.560
H -3.076 -0.567 -1.655
H -3.087 -0.669 -0.169
O -3.504 -1.178 -0.997
H -0.616 -0.456 -0.088
H 2.520 -3.158 2.575
H 1.373 -0.633 4.074
H -3.318 -4.327 1.681
H -2.626 -0.927 -5.856
H 0.198 1.489 1.329
O 0.264 -3.392 5.045
H 1.129 -3.641 5.317
H -0.011 -4.034 4.450
O -2.836 1.369 -1.678
H -2.620 2.209 -2.120
H -3.564 1.656 -1.175
O -0.626 -3.470 -3.491
H -1.289 -2.962 -4.113
H -0.580 -4.148 -4.197
O -2.589 -4.817 -1.686
H -2.221 -4.623 -2.545
H -3.003 -3.990 -1.440
O -1.870 3.595 -2.173
H -2.139 4.349 -1.674
H -1.444 3.719 -3.026
O 2.472 2.314 1.118
H 2.411 2.108 0.210
H 2.516 3.279 1.109
O 1.481 -0.793 -2.759
H 1.650 -0.145 -2.069
H 2.235 -1.346 -2.818

Atomic partial charges in e from the Löwdin method, atoms 1 to 4:
1 H -0.0229
2 H 0.0032
3 O -0.0223
4 H 0.0798


Arrangement z

Entry from OMol25: a 40-piece molecular cluster, H80O40 overall (wB97M-V/def2-TZVPD).

Spin multiplicity: 1
Charge: 0
Frontier orbital gap (eV): 9.382

Positions of all 120 atoms, in Å:
H -1.106 -4.120 -4.371
H -1.518 -2.838 -5.032
O -0.762 -3.430 -4.945
H 0.204 3.575 4.260
H -0.980 4.581 4.546
O -0.403 4.210 3.874
H -2.721 1.664 -2.965
H -3.685 0.735 -3.733
O -2.899 0.743 -3.179
H -3.092 2.355 0.916
H -3.703 3.682 1.155
O -3.248 2.982 1.629
H 1.340 -1.970 5.932
H 0.790 -0.514 6.495
O 1.278 -1.022 5.845
H -2.129 0.531 5.258
O -2.147 1.270 5.880
H 4.771 2.830 3.009
O 4.206 2.436 3.661
H -0.301 0.606 3.280
H 0.499 -0.248 4.588
O -0.217 -0.075 3.948
H 5.686 -1.881 1.783
H 5.592 -0.910 2.901
O 6.230 -1.255 2.264
H -1.773 0.105 -4.895
H -0.277 0.139 -4.468
O -0.881 0.218 -5.210
H 2.644 4.764 2.646
H 1.709 5.943 3.005
O 1.795 5.162 2.453
H 0.377 0.232 -2.102
O -0.175 0.815 -1.512
H -5.988 -1.712 2.307
H -5.172 -2.954 2.223
O -5.957 -2.559 1.826
H 2.999 -4.032 -2.527
H 1.777 -3.909 -3.514
O 2.583 -4.388 -3.306
H -5.218 2.026 -1.286
H -5.642 3.317 -1.983
O -5.850 2.379 -1.924
H 3.196 4.609 -2.425
H 3.527 3.197 -2.988
O 3.396 4.117 -3.216
H -0.362 -3.227 0.959
H -1.128 -2.068 0.258
O -0.942 -2.470 1.119
H -0.464 5.183 1.146
H 0.780 4.740 0.566
O -0.096 5.025 0.263
H 1.823 -2.101 -0.267
O 1.511 -2.579 -1.062
H -1.665 1.514 2.092
H -2.125 0.162 1.315
O -1.589 0.571 1.995
H 1.242 4.958 -2.971
O 1.421 5.491 -2.185
H -5.245 0.707 2.601
H -4.160 -0.358 3.081
O -5.096 -0.209 2.863
H 3.680 -0.764 -0.406
H 4.456 -2.097 -0.255
O 3.683 -1.625 0.069
H -1.964 -3.328 2.131
H -3.019 -4.386 1.734
O -2.732 -3.830 2.473
H 0.694 -2.829 3.433
H 1.593 -1.668 3.686
O 1.609 -2.618 3.646
H 0.657 1.011 0.612
H 0.536 0.512 2.027
O 1.177 0.846 1.413
H 0.460 -0.949 -6.065
H 1.833 -0.905 -6.629
O 1.359 -1.151 -5.830
H 6.371 1.945 -0.188
H 5.382 2.271 -1.350
O 5.926 2.653 -0.659
H -2.145 -1.266 3.178
H -2.886 -2.486 3.725
O -2.881 -1.501 3.758
H -3.320 -1.575 -2.834
H -1.828 -1.207 -2.973
O -2.522 -1.752 -3.336
H 1.434 -1.004 -3.940
H 0.616 -1.722 -2.797
O 0.960 -0.885 -3.108
H 3.528 -3.886 1.686
O 2.860 -4.098 1.044
H 2.444 1.223 -0.644
H 2.942 0.845 0.555
O 3.345 1.027 -0.322
H 2.180 -3.265 -1.118
H -2.050 2.053 5.332
H 1.381 6.364 -2.597
H 3.362 2.271 3.231
H -0.517 1.399 -2.190
H 2.285 -3.351 0.966
O -4.789 0.183 0.138
H -4.751 -0.101 1.089
H -4.025 0.770 0.172
O -2.108 -0.518 -0.408
H -2.965 -0.588 -0.858
H -1.573 -0.071 -1.111
O 1.894 1.596 -3.409
H 1.918 2.020 -4.276
H 2.399 0.784 -3.553
O -3.721 -3.918 0.002
H -3.338 -4.321 -0.796
H -2.876 -3.496 0.230
O 1.712 -5.991 -0.255
H 2.448 -5.377 -0.233
H 1.680 -6.841 0.132
O 3.793 -0.741 -4.218
H 3.309 -1.191 -4.922
H 3.547 -1.292 -3.463
O -2.404 3.867 -1.058
H -1.489 3.807 -0.701
H -2.209 4.403 -1.837

Atomic partial charges in e from the Löwdin method, atoms 1 to 4:
1 H 0.0384
2 H 0.0120
3 O -0.0557
4 H 0.0344


Best to worst by energy: arrangement z, arrangement x, arrangement y, arrangement w.